DFT (wB97M-V/def2-TZVPD) results for an isolated molecule of C4H5FO at a distorted geometry.

Calculated values
E_HOMO	-10.08	eV
ΔE to the lowest compared entry with this formula, charge and spin	56.8	kcal per mole
SMILES string	C=C(F)C(C)=O
frontier orbital gap	9.63	eV

Each line ends with the natural charge from an NBO analysis.
Element x y z (Å)
1 C 0.0022 1.0479 0.9511  -0.72
2 C 0.4159 0.5273 -0.5823  0.46
3 C 0.2903 -0.7451 -0.8600  0.25
4 C -0.7021 -1.3150 -0.2718  -0.34
5 H 0.8134 0.6624 1.7872  0.25
6 H -1.0723 0.8081 1.2719  0.21
7 H 0.0631 2.2561 0.7633  0.25
8 H -1.4429 -0.8013 0.2866  0.23
9 H -0.6815 -2.4753 -0.2576  0.22
10 O 1.1313 1.2999 -1.2345  -0.49
11 F 1.1825 -1.2650 -1.8539  -0.32

Forces on the atoms, in the same order (eV/Å):
0.481 1.892 -0.782
3.780 9.944 2.757
1.091 -5.262 -4.071
-0.579 -6.395 0.404
-2.142 0.991 -2.384
1.760 0.303 -0.323
0.021 -3.094 0.956
-0.040 0.184 0.450
-0.797 1.990 -0.426
-1.505 -0.997 0.856
-2.070 0.444 2.564